The following is a DFT calculation (the ωB97M-V functional and the def2-TZVPD basis) of a cluster of 14 separate species, C58H74F27NO32 in total.

Atoms and positions in Å:
C1 -4.5519 -5.5563 4.6793
C2 -4.9147 -4.4505 5.3822
C3 -4.9781 -3.1985 4.7072
C4 -4.4750 -3.1382 3.3589
C5 -3.9896 -4.2547 2.6954
C6 -4.1085 -5.4780 3.3814
N1 -4.5122 -1.8422 2.6277
O1 -3.7366 -1.6973 1.6502
O2 -5.3333 -1.0226 2.9751
H1 -4.7678 -6.6097 5.0744
H2 -5.2665 -4.5917 6.3614
H3 -5.4370 -2.2822 5.0831
H4 -3.5577 -4.2565 1.6974
H5 -3.7413 -6.4496 2.8776
C7 2.8298 -1.5743 -3.4103
C8 2.5838 -2.7084 -2.4794
O3 2.8346 -4.0837 -3.0573
C9 4.1244 -4.4701 -3.0559
O4 5.1165 -3.8167 -2.8834
C10 4.2375 -5.9736 -3.4001
F1 3.1236 -6.6177 -3.2343
F2 4.5585 -6.0448 -4.6917
F3 5.1696 -6.5389 -2.6672
H6 2.3272 -1.6139 -4.3708
H7 3.9266 -1.5246 -3.5420
H8 2.5890 -0.6289 -2.9224
H9 1.5814 -2.7365 -2.0916
H10 3.3035 -2.4956 -1.7553
C11 -1.8970 -4.3400 -4.2337
C12 -2.6601 -5.6006 -3.8852
O5 -3.8699 -5.3055 -3.2020
C13 -3.7948 -5.1738 -1.9041
O6 -2.8066 -5.1738 -1.2064
C14 -5.2646 -4.9309 -1.4174
F4 -5.3299 -5.2731 -0.1579
F5 -5.4816 -3.5609 -1.4636
F6 -6.1525 -5.5908 -2.1252
H11 -1.3765 -3.8960 -3.3737
H12 -2.7093 -3.6009 -4.4757
H13 -1.2742 -4.4011 -5.1219
H14 -1.9938 -6.2072 -3.1968
H15 -2.8843 -6.2773 -4.7041
C15 6.2228 3.9038 -0.5086
C16 5.5626 3.4524 -1.7957
O7 6.1276 2.1400 -2.1386
C17 5.5626 1.0978 -1.5833
O8 4.6641 1.0900 -0.8135
C18 6.2074 -0.2117 -2.0807
F7 6.1219 -0.3526 -3.4628
F8 7.4697 -0.2876 -1.6878
F9 5.4673 -1.1911 -1.4244
H16 6.0512 3.2826 0.3311
H17 5.8306 4.9005 -0.2378
H18 7.2864 4.1575 -0.6309
H19 5.8188 4.1797 -2.5855
H20 4.4930 3.4809 -1.6822
C19 -6.7553 6.9733 0.2994
C20 -5.2392 6.9044 0.6785
O9 -4.7403 5.5800 0.4042
C21 -3.4619 5.3475 0.5066
O10 -2.6220 6.0924 0.8946
C22 -3.2220 3.8488 0.2534
F10 -3.7682 2.9746 1.0925
F11 -3.5201 3.5106 -0.9998
F12 -1.8859 3.6986 0.3811
H21 -7.3528 6.1374 0.6197
H22 -6.9477 6.9447 -0.7927
H23 -7.1423 7.9497 0.6861
H24 -5.1512 7.1618 1.7494
H25 -4.7480 7.6653 0.0866
C23 0.7281 -10.3908 -0.6700
C24 1.0351 -9.2261 -1.5619
O11 0.9739 -8.0005 -0.7438
C25 -0.2590 -7.6906 -0.5030
O12 -1.2721 -7.9663 -1.1746
C26 -0.3457 -6.8188 0.8173
F13 0.3213 -5.6463 0.6609
F14 -1.5902 -6.6688 1.2035
F15 0.2977 -7.5104 1.8171
H26 -0.3368 -10.4256 -0.5746
H27 1.2120 -10.1730 0.2956
H28 1.1586 -11.3548 -1.0143
H29 0.2870 -9.0981 -2.3350
H30 2.0271 -9.1886 -2.1089
C27 -1.0756 7.5245 -1.9616
C28 -0.1021 6.5998 -1.2111
O13 1.2655 7.1124 -1.3985
C29 2.2944 6.3846 -1.3087
O14 2.3459 5.1359 -1.1711
C30 3.5609 7.1890 -1.5888
F16 4.4688 6.4183 -2.1053
F17 3.4380 8.1373 -2.4253
F18 4.0362 7.6490 -0.4510
H31 -1.0363 8.5798 -1.6115
H32 -2.1401 7.1517 -1.9761
H33 -0.8090 7.5270 -3.0176
H34 -0.0824 5.5352 -1.5234
H35 -0.3163 6.6702 -0.1664
C31 -4.5569 -0.3995 -3.6395
C32 -3.5308 0.0479 -4.7506
O15 -3.5831 1.5252 -4.9745
C33 -2.9274 2.2031 -4.0277
O16 -2.3071 1.8655 -3.0988
C34 -3.0400 3.7137 -4.3278
F19 -4.3092 4.1128 -4.5321
F20 -2.5274 4.4631 -3.3950
F21 -2.2845 3.9798 -5.4665
H36 -4.3403 0.1734 -2.7167
H37 -4.4904 -1.4305 -3.3397
H38 -5.5957 -0.0843 -3.8586
H39 -3.8584 -0.2858 -5.7293
H40 -2.4656 -0.2271 -4.6338
C35 -2.1355 -1.7322 -1.0101
C36 -2.1454 -0.3600 -0.3972
O17 -0.9763 0.4678 -0.8011
C37 0.1513 0.3883 -0.1072
O18 0.4709 -0.5459 0.5752
C38 1.0557 1.6444 -0.3414
F22 1.5488 1.9303 0.8796
F23 2.0485 1.3608 -1.1972
F24 0.4261 2.6625 -0.8537
H41 -3.1132 -2.1979 -0.6188
H42 -1.2484 -2.2871 -0.7110
H43 -2.2089 -1.6278 -2.1188
H44 -2.1544 -0.3613 0.7169
H45 -2.9854 0.2613 -0.6670
C39 -1.9107 0.7604 3.4580
C40 -2.0923 0.6117 4.9083
O19 -0.7852 0.2637 5.3591
C41 -0.0475 1.1915 5.8689
O20 -0.3026 2.3616 5.9887
C42 1.3190 0.5813 6.3313
F25 1.1396 -0.1553 7.4120
F26 1.9504 -0.2209 5.4367
F27 2.2185 1.6010 6.5716
H46 -1.0812 1.3838 3.2100
H47 -2.7907 1.1506 2.8809
H48 -1.6240 -0.2757 3.1854
H49 -2.8445 -0.1954 5.1410
H50 -2.4783 1.4496 5.4755
C43 5.0049 -0.6574 3.3510
C44 3.6711 -1.1376 2.8107
C45 3.5629 -1.4679 1.3483
O21 2.6534 -2.6055 1.4478
C46 2.7157 -3.2322 2.6454
O22 2.2941 -4.3656 2.9022
O23 3.3895 -2.4533 3.4796
H51 4.9907 -0.6003 4.4295
H52 5.3609 0.3227 2.9666
H53 5.8347 -1.2713 3.0349
H54 2.8444 -0.4178 2.9649
H55 4.5206 -1.6872 0.8090
H56 2.9992 -0.6685 0.8414
C47 3.2218 4.5769 2.1114
C48 1.8964 4.9177 2.6947
C49 1.9678 5.5067 4.1168
O24 0.7665 6.3698 4.0566
C50 0.5163 6.6960 2.8027
O25 -0.2158 7.5486 2.4587
O26 1.2767 5.9760 1.9604
H57 3.6554 3.8073 2.7586
H58 3.8662 5.4526 2.0993
H59 3.1153 4.1707 1.0408
H60 1.2281 4.0860 2.6583
H61 2.8951 6.0054 4.2645
H62 1.7580 4.8502 4.8818
C51 2.1420 5.1483 -5.1522
C52 2.1894 3.9186 -4.2642
C53 1.0599 2.9213 -4.5923
O27 1.6813 1.6658 -4.6728
C54 3.0518 1.8109 -4.8325
O28 3.7712 0.9318 -5.0982
O29 3.4463 3.1318 -4.7016
H63 2.0532 4.8429 -6.2421
H64 2.9820 5.8748 -5.0088
H65 1.2149 5.6628 -4.9006
H66 2.4107 4.1915 -3.2290
H67 0.5796 3.2403 -5.5259
H68 0.2906 3.0018 -3.7790
C55 -0.3261 -2.5633 2.9446
C56 -0.6833 -3.3883 4.1106
C57 0.4408 -3.4705 5.1606
O30 -0.2723 -3.1851 6.4218
C58 -1.4415 -2.6076 6.1548
O31 -2.1696 -2.1075 6.9614
O32 -1.7250 -2.7543 4.8587
H69 0.0929 -1.6367 3.2323
H70 -1.2451 -2.3882 2.3784
H71 0.3958 -3.0208 2.2904
H72 -1.0936 -4.3712 3.8974
H73 1.2267 -2.7190 5.1168
H74 0.6946 -4.5205 5.1775

Properties
- HOMO level (eV) = -9.812
- calculated total energy (Eh) = -7413.33445
- net charge = 0
- orbital gap (eV) = 9.185

Löwdin atomic charge list, values in e, 99 entries:
1. C -0.11
2. C -0.06
3. C 0.04
4. C -0.13
5. C -0.01
6. C -0.08
7. N -0.30
8. O 0.02
9. O 0.09
10. H 0.14
11. H 0.10
12. H 0.12
13. H 0.11
14. H 0.13
15. C -0.06
16. C -0.14
17. O 0.04
18. C -0.38
19. O 0.17
20. C -0.62
21. F 0.19
22. F 0.17
23. F 0.19
24. H 0.09
25. H 0.07
26. H 0.07
27. H 0.12
28. H 0.08
29. C -0.05
30. C -0.20
31. O 0.04
32. C -0.39
33. O 0.14
34. C -0.54
35. F 0.19
36. F 0.11
37. F 0.20
38. H 0.07
39. H 0.09
40. H 0.08
41. H 0.13
42. H 0.13
43. C -0.06
44. C -0.16
45. O 0.06
46. C -0.43
47. O 0.16
48. C -0.44
49. F 0.13
50. F 0.19
51. F 0.09
52. H 0.06
53. H 0.08
54. H 0.09
55. H 0.13
56. H 0.10
57. C -0.06
58. C -0.17
59. O 0.05
60. C -0.42
61. O 0.19
62. C -0.53
63. F 0.18
64. F 0.17
65. F 0.14
66. H 0.06
67. H 0.08
68. H 0.09
69. H 0.14
70. H 0.12
71. C -0.05
72. C -0.18
73. O 0.04
74. C -0.38
75. O 0.10
76. C -0.50
77. F 0.15
78. F 0.18
79. F 0.12
80. H 0.07
81. H 0.10
82. H 0.10
83. H 0.11
84. H 0.14
85. C -0.05
86. C -0.13
87. O 0.08
88. C -0.38
89. O 0.07
90. C -0.67
91. F 0.19
92. F 0.24
93. F 0.19
94. H 0.09
95. H 0.09
96. H 0.07
97. H 0.13
98. H 0.09
99. C -0.04

=====

The following is a DFT calculation (the ωB97M-V functional and the def2-TZVPD basis) of the molecule C10H14N4O5.

Atoms and positions in Å:
N1 2.6498 2.7568 -0.1765
C1 1.8484 1.7737 -0.9000
C2 2.6221 0.5029 -1.1951
C3 2.6102 -0.5600 -0.1527
C4 1.8907 -1.7101 0.0973
N2 2.6623 -2.2532 1.1600
C5 3.5968 -1.3868 1.5554
N3 3.6073 -0.3509 0.7296
C6 0.5216 1.4986 -0.1537
O1 0.0599 2.2563 0.7365
N4 -0.0341 0.4194 -0.7156
C7 -1.3452 0.0197 -0.2153
C8 -2.4634 1.0250 0.0541
C9 -3.5154 0.3531 0.9638
O2 -3.3250 -0.4394 1.8260
O3 -4.7603 0.7475 0.6397
C10 -1.6168 -1.2890 -1.0680
O4 -0.6478 -1.8332 -1.5799
O5 -2.9788 -1.6560 -1.3070
H1 3.4101 2.2821 0.4030
H2 1.8969 3.0782 0.5772
H3 1.7393 2.2109 -1.8695
H4 2.2150 0.2924 -2.2362
H5 3.6735 0.6173 -1.4023
H6 0.7359 -2.0662 -0.2644
H7 2.6217 -3.1834 1.4586
H8 4.1555 -1.7116 2.3607
H9 0.0389 0.1703 -1.8827
H10 -1.2267 -0.4293 0.7562
H11 -2.0889 2.0664 0.1530
H12 -2.7938 1.0252 -1.1179
H13 -5.4095 0.2853 1.1883
H14 -2.8447 -2.6060 -1.5441

Properties
- HOMO level (eV) = -8.556
- structure (SMILES) = N[C@@H](Cc1c[nH]cn1)C(=O)N[C@@H](CC(=O)O)C(=O)O
- calculated total energy (Eh) = -984.60547
- ΔE to the lowest compared entry with this formula, charge and spin (kcal/mol) = 112.3
- net charge = 0
- orbital gap (eV) = 8.701

For reference, the Löwdin charges in units of e are:
1. N 0.02
2. C -0.35
3. C -0.13
4. C -0.34
5. C 0.00
6. N 0.03
7. C -0.17
8. N 0.10
9. C -0.40
10. O 0.04
11. N 0.07
12. C -0.25
13. C -0.02
14. C -0.52
15. O 0.13
16. O 0.11
17. C -0.35
18. O 0.04
19. O 0.08
20. H 0.09
21. H 0.10
22. H 0.12
23. H 0.12
24. H 0.11
25. H 0.16
26. H 0.12
27. H 0.10
28. H 0.26
29. H 0.14
30. H 0.13
31. H 0.18
32. H 0.13
33. H 0.13

=====

The following is a DFT calculation (the ωB97M-V functional and the def2-TZVPD basis) of the ion C4H11N2O with charge +1.

Atoms and positions in Å:
C1 1.1108 -1.2688 2.6258
C2 0.2022 -1.1696 1.4828
N1 0.5870 0.1664 0.6837
C3 -0.6368 0.6575 0.0297
C4 -0.4463 0.4731 -1.4489
N2 -1.5719 0.5751 -2.1914
O1 0.7646 0.6498 -1.7131
H1 1.1604 -0.3027 3.2044
H2 0.6904 -2.1012 3.2297
H3 2.0867 -1.5061 2.2503
H4 -0.9130 -1.1767 1.7296
H5 0.3128 -1.9241 0.7230
H6 1.3065 0.2423 -0.0693
H7 0.9326 0.7944 1.4350
H8 -1.5208 0.1680 0.3349
H9 -0.7009 1.7268 0.2509
H10 -2.3837 0.9291 -1.7495
H11 -1.5727 0.6084 -3.2167

Properties
- HOMO level (eV) = -14.822
- structure (SMILES) = CC[NH2+]CC(N)=O
- calculated total energy (Eh) = -343.50153
- ΔE to the lowest compared entry with this formula, charge and spin (kcal/mol) = 39.3
- net charge = +1
- orbital gap (eV) = 11.522

For reference, the Löwdin charges in units of e are:
1. C -0.08
2. C -0.16
3. N 0.06
4. C -0.09
5. C -0.44
6. N 0.21
7. O 0.05
8. H 0.11
9. H 0.11
10. H 0.09
11. H 0.15
12. H 0.13
13. H 0.16
14. H 0.17
15. H 0.11
16. H 0.16
17. H 0.11
18. H 0.15

=====

The following is a DFT calculation (the ωB97M-V functional and the def2-TZVPD basis) of the molecule C19H23F3N2O2S.

Atoms and positions in Å:
O1 3.9747 -1.9587 -2.0165
C1 2.6471 -1.7758 -1.5877
C2 2.0372 -3.0647 -1.0291
O2 1.5839 -3.8659 -2.1046
C3 0.5434 -4.7528 -1.7519
C4 -0.6911 -4.0412 -1.2965
C5 -1.2851 -4.0757 -0.0719
C6 -2.4135 -3.2301 0.0208
C7 -2.6495 -2.5550 -1.1324
S1 -1.5053 -2.9407 -2.3572
C8 2.6510 -0.6894 -0.5043
N1 1.3032 -0.4237 -0.0378
C9 0.5843 0.5154 -0.8820
C10 -0.8747 0.5695 -0.4228
N2 -0.9809 0.9689 0.9639
C11 -1.0803 2.2952 1.3226
C12 -1.3199 2.6547 2.6598
C13 -1.4893 3.9688 3.0364
C14 -1.4378 4.9928 2.1034
C15 -1.2160 4.6512 0.7798
C16 -1.1372 5.7019 -0.2877
F1 -2.0147 5.4822 -1.2880
F2 -1.3768 6.9425 0.1557
F3 0.0774 5.7403 -0.8755
C17 -1.0356 3.3342 0.3855
C18 -0.2397 0.0365 1.7869
C19 1.2302 -0.0019 1.3480
H1 3.9814 -2.6902 -2.6443
H2 2.0212 -1.4582 -2.4355
H3 2.7891 -3.6102 -0.4403
H4 1.2019 -2.7871 -0.3765
H5 0.8727 -5.4415 -0.9588
H6 0.3460 -5.3275 -2.6618
H7 -0.9351 -4.6927 0.7369
H8 -3.0146 -3.1299 0.9067
H9 -3.4326 -1.8546 -1.3453
H10 3.1459 0.2060 -0.9073
H11 3.2548 -1.0577 0.3274
H12 0.6276 0.1674 -1.9144
H13 1.0330 1.5238 -0.8314
H14 -1.4655 1.2291 -1.0561
H15 -1.2949 -0.4388 -0.4953
H16 -1.3979 1.8885 3.4148
H17 -1.6733 4.2037 4.0737
H18 -1.5697 6.0221 2.3935
H19 -0.8479 3.1412 -0.6581
H20 -0.2973 0.3088 2.8381
H21 -0.6785 -0.9569 1.6523
H22 1.7736 -0.7224 1.9627
H23 1.6751 0.9984 1.5022

Properties
- HOMO level (eV) = -7.913
- structure (SMILES) = O[C@@H](COCc1cccs1)CN1CCN(c2cccc(C(F)(F)F)c2)CC1
- calculated total energy (Eh) = -1695.57770
- ΔE to the lowest compared entry with this formula, charge and spin (kcal/mol) = 3.3
- net charge = 0
- orbital gap (eV) = 8.515

For reference, the Löwdin charges in units of e are:
1. O -0.01
2. C -0.35
3. C -0.16
4. O -0.15
5. C -0.23
6. C -0.52
7. C -0.13
8. C -0.19
9. C -0.43
10. S 1.05
11. C -0.14
12. N -0.17
13. C -0.15
14. C -0.14
15. N -0.09
16. C -0.21
17. C -0.01
18. C -0.07
19. C -0.03
20. C -0.13
21. C -0.58
22. F 0.13
23. F 0.14
24. F 0.13
25. C 0.04
26. C -0.13
27. C -0.16
28. H 0.10
29. H 0.15
30. H 0.14
31. H 0.11
32. H 0.13
33. H 0.13
34. H 0.11
35. H 0.10
36. H 0.07
37. H 0.13
38. H 0.13
39. H 0.12
40. H 0.13
41. H 0.12
42. H 0.09
43. H 0.10
44. H 0.11
45. H 0.11
46. H 0.11
47. H 0.11
48. H 0.12
49. H 0.12
50. H 0.13